Here is a gas-phase ion, C4H7N2 (charge +1) from OMol25. Energies are from the ωB97M-V functional and the def2-TZVPD basis.

HOMO (alpha / beta), hartree: -0.4004 / -0.5604
ΔE to the lowest compared entry with this formula, charge and spin, kcal/mol: 10.7
<S²>: 2.01

ORCA input file:
```
! RIJCOSX wB97M-V def2-TZVPD def2/J DEFGRID3
* xyz 1 3
C -0.335 -1.489 -0.859
C -0.388 -0.027 -1.096
C 0.226 -1.740 0.429
C 0.220 0.432 0.288
N 0.550 -0.553 1.069
N 0.269 1.804 0.838
H -0.400 -2.312 -1.474
H 0.241 0.298 -1.977
H 0.332 -2.742 0.974
H -1.445 0.266 -1.294
H 1.041 1.816 1.424
H -0.479 1.677 1.457
H 0.168 2.571 0.222
*
```

Quick look at the Löwdin charges, all values in e: number 1, C, carries 0.01; number 2, C, carries -0.09; number 3, C, carries -0.03; number 4, C, carries -0.28; number 5, N, carries 0.08; number 6, N, carries 0.31; number 7, H, carries 0.09; number 8, H, carries 0.13; number 9, H, carries 0.16; number 10, H, carries 0.12; number 11, H, carries 0.14; number 12, H, carries 0.16; number 13, H, carries 0.17